{
  "formula": "C5H6O2",
  "method": "wB97M-V/def2-TZVPD",
  "elements": ["C", "O", "C", "C", "O", "C", "C", "H", "H", "H", "H", "H", "H"],
  "positions_angstrom": [[-0.17696, 0.36473, 1.47502], [0.08514, -0.90321, 1.27627], [0.08375, -1.26254, -0.11278], [-1.10254, -0.70629, -0.87154], [-1.70728, 0.33757, -0.13709], [-0.37613, 0.92254, 0.05804], [0.24621, -0.05397, -0.95598], [2.11056, 1.45854, 1.30382], [1.59669, 1.33111, 1.83508], [0.51572, -2.23263, -0.32107], [-1.72784, -1.27449, -1.55006], [-0.34871, 2.00036, -0.09574], [0.95157, 0.11888, -1.75991]],
  "e_above_lowest_kcal_mol": 141.4,
  "homo_ev": -8.817,
  "charge": 0
}



{
  "formula": "C9H16AlCl2F2IO4S",
  "method": "wB97M-V/def2-TZVPD",
  "elements": ["O", "S", "O", "C", "C", "C", "C", "F", "I", "O", "H", "H", "H", "H", "H", "H", "C", "C", "O", "C", "H", "H", "H", "H", "H", "H", "Cl", "C", "C", "Cl", "H", "H", "H", "H", "Al", "F"],
  "positions_angstrom": [[3.83174, 0.36505, 1.24929], [4.08897, -0.28675, -0.16477], [4.91598, 0.80425, -0.95118], [5.16512, -1.81866, -0.10102], [4.22837, -3.15902, 0.06352], [2.83922, -3.14035, -0.80732], [1.95677, -1.76306, -0.67944], [0.82305, -1.90963, -1.66756], [0.93305, -1.59531, 1.29702], [2.66311, -0.53151, -1.06559], [5.86452, -1.77172, 0.83865], [5.85995, -1.86830, -1.07031], [4.87720, -4.06396, -0.36704], [4.07209, -3.43075, 1.21533], [3.02193, -3.45112, -1.94541], [2.15391, -4.01447, -0.36959], [-1.31394, 0.27632, -2.00234], [-2.21124, 0.67002, -0.85952], [-1.87799, 0.47928, 0.30894], [-3.53194, 1.30616, -1.20168], [-0.39596, -0.17020, -1.60562], [-1.81734, -0.46075, -2.63299], [-1.04830, 1.16025, -2.58768], [-4.13414, 0.61490, -1.79669], [-3.36511, 2.23591, -1.75138], [-4.07349, 1.53720, -0.27824], [-7.77617, 3.12763, 2.98316], [-5.99804, 3.23194, 2.97164], [-5.48372, 4.14746, 1.87162], [-5.75155, 3.46450, 0.24850], [-5.59903, 2.21783, 2.87166], [-5.69790, 3.62071, 3.94921], [-4.40445, 4.29003, 1.98088], [-5.96231, 5.13083, 1.90921], [7.32383, -1.73522, -1.59379], [5.82383, -3.50950, 1.74050]],
  "e_above_lowest_kcal_mol": 109.7,
  "homo_ev": -14.779,
  "charge": 2
}



{
  "formula": "C5H10O2",
  "method": "wB97M-V/def2-TZVPD",
  "elements": ["O", "C", "C", "C", "C", "C", "O", "H", "H", "H", "H", "H", "H", "H", "H", "H", "H"],
  "positions_angstrom": [[0.16678, 1.86440, -1.14231], [-0.74715, 1.75570, -0.07154], [-1.46951, 0.40824, -0.01456], [-0.59295, -0.75029, 0.46974], [0.64514, -0.97639, -0.36077], [1.85386, -1.55601, 0.22126], [1.77342, -0.15908, -0.03672], [0.98713, 1.42476, -0.87915], [-0.25470, 1.94503, 0.89463], [-1.48476, 2.55181, -0.21533], [-2.32380, 0.50128, 0.66883], [-1.87944, 0.19054, -1.00981], [-0.26832, -0.55350, 1.50101], [-1.17564, -1.68120, 0.48729], [0.49776, -1.08339, -1.43674], [1.85410, -1.83276, 1.27625], [2.55573, -2.10338, -0.40581]],
  "e_above_lowest_kcal_mol": 51.5,
  "smiles": "OCCC[C@@H]1CO1",
  "homo_ev": -9.940,
  "charge": 0
}



{
  "formula": "C39H42BaCl2N5O2P",
  "method": "wB97M-V/def2-TZVPD",
  "elements": ["Ba", "C", "N", "C", "C", "C", "N", "C", "C", "C", "C", "C", "C", "C", "O", "C", "C", "C", "N", "C", "C", "C", "C", "C", "C", "C", "O", "H", "H", "H", "H", "H", "H", "H", "H", "H", "H", "H", "H", "H", "H", "H", "H", "H", "H", "H", "H", "H", "H", "H", "H", "H", "N", "P", "C", "C", "C", "C", "C", "C", "C", "C", "C", "C", "C", "C", "C", "C", "C", "C", "C", "N", "H", "H", "H", "H", "H", "H", "H", "H", "H", "H", "H", "H", "H", "H", "H", "Cl", "C", "Cl", "H", "H"],
  "positions_angstrom": [[0.81301, 0.13683, -0.25151], [0.96105, 1.30523, 2.64262], [2.22243, 1.28903, 1.88644], [3.28712, 0.59567, 2.62539], [4.29279, -0.20814, 1.79058], [3.78411, -1.51154, 1.14964], [3.17418, -1.32767, -0.16314], [3.72439, -1.91665, -1.15218], [3.30662, -1.89299, -2.55631], [4.11337, -2.60689, -3.44942], [3.82902, -2.67684, -4.79782], [2.69759, -2.00333, -5.26781], [1.87717, -1.29234, -4.41791], [2.14636, -1.21778, -3.03320], [1.35678, -0.57792, -2.23228], [2.56612, 2.68110, 1.55370], [3.69108, 2.87769, 0.54237], [3.45996, 2.20786, -0.82370], [2.04926, 2.22285, -1.17926], [1.63334, 3.04525, -2.05659], [0.25815, 3.19193, -2.53381], [0.06241, 4.10957, -3.57365], [-1.16933, 4.30864, -4.15823], [-2.24653, 3.54696, -3.69217], [-2.09491, 2.64183, -2.66759], [-0.84639, 2.43965, -2.02876], [-0.72891, 1.60456, -1.04870], [1.06387, 1.84160, 3.59661], [0.62391, 0.28773, 2.85219], [0.17691, 1.79972, 2.05493], [2.80889, -0.09719, 3.32400], [3.83216, 1.32655, 3.24084], [5.09240, -0.48575, 2.48396], [4.75863, 0.41391, 1.02594], [3.03902, -1.95094, 1.82215], [4.61569, -2.22553, 1.08167], [4.62296, -2.52711, -0.97279], [4.98555, -3.11892, -3.05479], [4.46536, -3.23387, -5.47069], [2.45802, -2.03568, -6.32496], [1.00578, -0.76171, -4.78214], [2.80818, 3.22575, 2.48048], [1.67103, 3.14070, 1.13160], [4.65127, 2.55644, 0.95374], [3.76983, 3.95841, 0.39306], [3.78147, 1.16452, -0.77870], [4.06706, 2.70638, -1.58893], [2.35383, 3.72254, -2.54030], [0.92320, 4.66842, -3.92830], [-1.29505, 5.02267, -4.95990], [-3.22336, 3.66612, -4.14821], [-2.92854, 2.04386, -2.32166], [-2.08532, -1.18002, 2.65417], [-2.38738, 0.17111, 1.59146], [-3.46279, 1.07885, 2.75684], [-4.79290, 0.75181, 3.01188], [-5.51726, 1.45748, 3.96185], [-4.92001, 2.49515, 4.66498], [-3.59795, 2.83403, 4.41437], [-2.87630, 2.13015, 3.46101], [-3.62495, -0.53691, 0.44418], [-4.27672, 0.33296, -0.43200], [-5.18467, -0.15034, -1.35741], [-5.44368, -1.51566, -1.43207], [-4.78878, -2.38643, -0.57823], [-3.88183, -1.89859, 0.35714], [-1.09624, -2.12860, 2.52246], [-0.99455, -3.14750, 3.48670], [-0.05700, -4.13014, 3.29960], [0.76148, -4.09191, 2.17242], [0.61950, -3.03956, 1.29700], [-0.28894, -2.05811, 1.46518], [-2.68378, -1.29030, 3.45818], [-5.26763, -0.04881, 2.45697], [-6.55123, 1.19914, 4.15079], [-5.48936, 3.04593, 5.40267], [-3.13159, 3.64936, 4.95176], [-1.84869, 2.40492, 3.25360], [-4.07247, 1.39766, -0.39502], [-5.68523, 0.53565, -2.02858], [-6.14754, -1.89484, -2.16155], [-4.97420, -3.45123, -0.63837], [-3.36959, -2.58915, 1.01440], [-1.65583, -3.15549, 4.34332], [0.03610, -4.93331, 4.01967], [1.49062, -4.86545, 1.97702], [1.23595, -2.96814, 0.40813], [-1.33695, -2.35540, -2.23141], [-0.49546, -3.64657, -3.07530], [0.63833, -4.53461, -2.02745], [0.08431, -3.21000, -3.88079], [-1.22775, -4.35836, -3.43605]],
  "e_above_lowest_kcal_mol": 0.0,
  "homo_ev": -6.865,
  "charge": 0
}



{
  "formula": "C3H9NO2",
  "method": "wB97M-V/def2-TZVPD",
  "elements": ["C", "C", "N", "O", "H", "H", "H", "H", "H", "C", "O", "H", "H", "H", "H"],
  "positions_angstrom": [[-0.95337, -0.99371, -2.19827], [-0.04729, -0.55522, -1.03476], [-0.12520, -1.42182, 0.03202], [0.66248, 0.41669, -1.07070], [-1.13789, -0.13120, -2.83775], [-1.91620, -1.42682, -1.94137], [-0.41979, -1.73814, -2.79123], [0.14565, -1.07653, 0.95095], [-0.72378, -2.22607, -0.00106], [0.53465, 1.83593, 1.89647], [1.06627, 0.49625, 1.93352], [-0.05358, 2.03189, 1.00947], [-0.07375, 1.86307, 2.80165], [1.35074, 2.55054, 2.02316], [1.69108, 0.37515, 1.22792]],
  "e_above_lowest_kcal_mol": 17.0,
  "smiles": "CC(N)=O.CO",
  "homo_ev": -9.939,
  "charge": 0
}



{
  "formula": "C5H10NO",
  "method": "wB97M-V/def2-TZVPD",
  "elements": ["C", "N", "C", "C", "C", "C", "O", "H", "H", "H", "H", "H", "H", "H", "H", "H", "H"],
  "positions_angstrom": [[-1.21918, -1.85936, -0.17218], [-0.59614, -0.89780, 0.33452], [-0.14029, -0.24025, 1.49881], [0.29106, 0.19525, 0.09499], [1.69342, -0.10378, -0.39811], [-0.39114, 1.36702, -0.49164], [-1.77073, 1.01132, -0.21306], [-1.51710, -2.72975, 0.43046], [-1.21660, -2.09972, -1.26607], [0.69193, -0.56914, 2.17474], [-0.84151, 0.39390, 1.99661], [1.71076, -0.23876, -1.48504], [2.33025, -0.89049, -0.07581], [2.41109, 0.77736, -0.17130], [0.02054, 2.25101, -0.13444], [-0.27461, 1.39161, -1.61320], [-2.31169, 1.55669, -0.68698]],
  "e_above_lowest_kcal_mol": 82.0,
  "smiles": "C=[N+]1C[C@]1(C)CO",
  "homo_ev": -15.152,
  "charge": 1
}



{
  "formula": "C9H10F3GaNO2",
  "method": "wB97M-V/def2-TZVPD",
  "elements": ["C", "C", "C", "C", "C", "Ga", "N", "C", "C", "H", "H", "H", "H", "H", "H", "H", "H", "H", "H", "F", "C", "F", "F", "C", "O", "O"],
  "positions_angstrom": [[-0.72600, -2.03249, -1.84856], [-1.84574, -1.28718, -2.28917], [-2.77350, -1.16128, -1.22618], [-2.22201, -1.82994, -0.05970], [-0.91039, -2.36448, -0.46858], [-0.90068, -0.18108, 0.22381], [2.67000, 1.16970, -1.08644], [2.90774, 2.10697, -2.08283], [1.45511, 1.87741, -1.48952], [-3.78217, -0.75371, -1.27800], [-2.01612, -0.95119, -3.31198], [-2.78855, -2.18447, 0.79428], [-0.34834, -3.10555, 0.10036], [0.08772, -2.38863, -2.47512], [0.75097, 1.30138, -2.08892], [3.06962, 1.72978, -3.08721], [3.00417, 1.51044, -0.17812], [1.04141, 2.61426, -0.79017], [3.46913, 2.99107, -1.77693], [0.84216, -0.35187, 4.74356], [0.17998, 0.61827, 4.07203], [-0.82932, 1.07390, 4.84647], [1.03854, 1.64603, 3.85209], [-0.34041, 0.08831, 2.67691], [0.43262, -0.63577, 1.98110], [-1.46591, 0.50013, 2.24680]],
  "e_above_lowest_kcal_mol": 0.0,
  "homo_ev": -2.669,
  "charge": -1
}



{
  "formula": "C2H2N2OS",
  "method": "wB97M-V/def2-TZVPD",
  "elements": ["S", "C", "C", "N", "N", "O", "H", "H"],
  "positions_angstrom": [[-2.53883, -0.19729, -0.07078], [-1.02799, -0.18278, -0.10127], [-0.07016, 0.88713, -0.02589], [1.15295, 0.57094, -0.12255], [1.28916, -0.70946, -0.15451], [-0.09299, -1.24276, -0.10268], [-0.45012, 1.97323, -0.05102], [1.73798, -1.09902, 0.62870]],
  "e_above_lowest_kcal_mol": 72.3,
  "smiles": "S=c1cn[nH]o1",
  "homo_ev": -9.294,
  "charge": 0
}